8
Properties=species:S:1:pos:R:3 method="wB97M-V/def2-TZVPD" charge=-2 total_energy_ha=-904.10997 multiplicity=1
C -2.30 0.51 0.31
O 1.96 -0.38 -1.31
O 3.05 1.22 0.42
O 2.94 -1.35 0.79
P 2.59 -0.16 -0.04
I -4.55 0.02 -0.12
H -1.75 0.66 -0.62
H -1.94 -0.52 0.57

=====

5
Properties=species:S:1:pos:R:3 method="wB97M-V/def2-TZVPD" total_energy_ha=-678.12856 multiplicity=3
C 0.43 2.56 0.22
P 1.10 1.53 -0.68
I -1.00 -4.39 -0.03
H -0.40 -2.93 -0.36
H -0.13 3.24 0.86

=====

6
Properties=species:S:1:pos:R:3 method="wB97M-V/def2-TZVPD" charge=+2 total_energy_ha=-225.38254 multiplicity=5
H -1.01 0.65 -1.55
O 0.71 -0.01 0.26
C -0.40 -0.50 0.71
Li 1.05 -1.40 1.38
Ir 0.85 1.00 -1.46
H -1.21 0.27 0.66

=====

8
Properties=species:S:1:pos:R:3 method="wB97M-V/def2-TZVPD" charge=+2 total_energy_ha=-303.56659 multiplicity=1
O -0.59 0.81 0.78
C 0.35 1.02 -0.16
O 0.88 2.10 -0.39
O 0.55 -0.05 -0.83
H -0.86 1.59 1.29
Li 1.89 1.17 -2.04
La -0.89 -1.76 0.24
H -0.99 -3.57 1.14

=====

6
Properties=species:S:1:pos:R:3 method="wB97M-V/def2-TZVPD" total_energy_ha=-223.87088 multiplicity=1
C 0.16 -0.15 -0.57
N 0.93 -0.13 -1.47
N 2.46 1.51 0.79
O 1.47 1.19 1.31
H -0.84 -0.54 -0.42
H 0.49 0.38 0.44

=====

7
Properties=species:S:1:pos:R:3 method="wB97M-V/def2-TZVPD" total_energy_ha=-299.18323 multiplicity=1 smiles="N#[N+][O-].C=O"
C 0.08 1.34 0.50
N -0.67 -0.74 -0.61
N -0.22 -1.78 -0.61
O 0.31 -2.81 -0.72
O 1.03 0.71 0.13
H -0.84 1.46 -0.09
H 0.30 1.83 1.40

=====

8
Properties=species:S:1:pos:R:3 method="wB97M-V/def2-TZVPD" total_energy_ha=-697.37397 multiplicity=1
C -1.04 0.10 0.11
N -0.60 -1.19 -0.17
N 0.55 -1.50 -0.10
O 2.44 0.65 -0.93
O 0.03 1.01 0.34
S 1.65 0.46 0.27
H -1.62 0.35 -0.69
H -1.42 0.12 1.17

=====

8
Properties=species:S:1:pos:R:3 method="wB97M-V/def2-TZVPD" total_energy_ha=-697.27326 multiplicity=1
C 0.66 0.29 1.89
N -0.69 0.45 0.49
N 1.47 1.47 1.63
O 1.93 1.52 0.50
O 1.53 2.36 2.45
S 0.75 -1.01 2.84
H -0.89 1.46 0.44
H -0.04 0.43 -0.30

=====

8
Properties=species:S:1:pos:R:3 method="wB97M-V/def2-TZVPD" total_energy_ha=-697.39633 multiplicity=1
C 1.06 0.16 0.06
N 0.66 -1.01 -0.07
N 0.23 -2.03 -0.02
O -1.75 0.16 1.11
O -1.61 0.54 -1.33
S -1.36 1.06 0.02
H 1.54 0.39 0.99
H 1.22 0.74 -0.76

=====

8
Properties=species:S:1:pos:R:3 method="wB97M-V/def2-TZVPD" total_energy_ha=-697.35557 multiplicity=3
C 3.76 -0.49 -0.20
N 0.05 0.55 -0.91
N 0.69 0.58 0.23
O 4.60 0.15 -0.61
O 2.96 -1.13 0.28
S 1.71 1.79 0.64
H -0.41 -0.38 -0.95
H 0.46 -0.26 0.72

=====

8
Properties=species:S:1:pos:R:3 method="wB97M-V/def2-TZVPD" total_energy_ha=-374.26855 multiplicity=1
C 1.22 0.10 -0.01
N 0.12 0.85 -0.46
N -1.55 -0.32 -0.09
O -2.44 -0.22 -0.84
O -1.33 -0.82 0.95
O 0.49 0.93 0.83
H 1.22 -0.89 0.07
H 2.26 0.37 -0.45

=====

8
Properties=species:S:1:pos:R:3 method="wB97M-V/def2-TZVPD" total_energy_ha=-374.18960 multiplicity=1
C -0.09 0.28 0.18
N -1.08 0.91 -0.42
N -0.57 1.30 -1.82
O -2.22 1.17 -0.17
O 0.76 0.40 -2.56
O -1.10 2.10 -2.50
H -0.32 -0.33 1.11
H 0.62 0.09 -0.60

=====

9
Properties=species:S:1:pos:R:3 method="wB97M-V/def2-TZVPD" total_energy_ha=-772.54180 multiplicity=1 smiles="[H]/N=N/[C@H]1OS1(=O)=O"
C -0.11 -0.91 0.43
N -1.40 0.96 -0.49
N -1.62 0.14 0.37
O 1.19 1.43 -0.05
O 2.64 -0.57 0.19
O 0.44 -0.79 -0.91
S 1.37 0.03 -0.01
H -0.34 -1.91 0.95
H -2.18 1.61 -0.48

=====

9
Properties=species:S:1:pos:R:3 method="wB97M-V/def2-TZVPD" total_energy_ha=-772.49087 multiplicity=3
C -1.56 -0.38 -0.09
N -0.50 -0.74 -0.56
N 0.50 1.33 0.50
O -2.52 0.14 0.26
O 1.75 -0.76 0.92
O 1.81 0.13 -1.43
S 1.34 0.19 -0.07
H -0.16 -1.70 -0.77
H 0.53 2.25 -0.03

=====

9
Properties=species:S:1:pos:R:3 method="wB97M-V/def2-TZVPD" total_energy_ha=-663.79508 multiplicity=3
C 1.50 1.72 -0.89
N 2.00 2.40 -1.64
N 1.64 -1.04 -0.18
O 2.81 -1.16 0.15
O 1.13 -1.60 -1.13
O -0.99 0.07 0.64
Si 0.96 0.59 0.49
H -1.30 -0.82 0.51
H 1.39 0.62 1.97

=====

7
Properties=species:S:1:pos:R:3 method="wB97M-V/def2-TZVPD" total_energy_ha=-622.13963 multiplicity=1
C -1.33 -0.64 0.19
N -1.78 -1.69 0.42
N 1.15 -0.31 -0.10
O -0.53 1.85 0.67
S -0.55 0.85 -0.37
H 1.40 -0.54 -1.02
H 1.63 0.48 0.22

=====

7
Properties=species:S:1:pos:R:3 method="wB97M-V/def2-TZVPD" total_energy_ha=-622.11331 multiplicity=1 smiles="[O-][NH+]=S.C#N"
C 2.22 0.19 0.34
N 2.09 -0.80 0.91
N -1.60 -0.15 -0.33
O -0.53 0.36 -0.55
S -2.77 0.41 0.58
H 2.45 1.14 -0.25
H -1.86 -1.16 -0.70

=====

8
Properties=species:S:1:pos:R:3 method="wB97M-V/def2-TZVPD" total_energy_ha=-1020.38082 multiplicity=1
C 0.35 -1.68 0.43
N -0.49 -1.65 1.26
N 0.23 1.87 -1.63
O -0.47 1.47 0.68
S 1.35 -1.74 -0.82
S 0.67 1.58 -0.24
H -0.81 1.64 -1.86
H -0.82 -1.49 2.17

=====

7
Properties=species:S:1:pos:R:3 method="wB97M-V/def2-TZVPD" total_energy_ha=-831.49567 multiplicity=1
C -0.53 0.68 0.56
N -1.61 1.32 0.29
N -2.24 -1.19 -0.10
P -2.92 0.23 -0.16
P -0.58 -1.15 0.35
H 0.35 1.30 0.85
H -0.16 -0.88 -1.04

=====

7
Properties=species:S:1:pos:R:3 method="wB97M-V/def2-TZVPD" total_energy_ha=-945.09745 multiplicity=1 smiles="SN=C=NS"
C 0.07 0.29 -0.21
N -1.12 0.06 -0.18
N 1.28 0.22 -0.48
S 2.77 0.33 0.21
S -2.83 0.32 0.11
H 2.63 -0.55 1.23
H -3.15 0.31 -1.19

=====

7
Properties=species:S:1:pos:R:3 method="wB97M-V/def2-TZVPD" total_energy_ha=-945.12239 multiplicity=1 smiles="C1N=NSS1"
C -0.69 0.29 -0.26
N 0.53 0.10 -0.93
N 1.57 -0.30 -0.48
S -0.44 -0.15 1.59
S 1.50 -0.76 1.27
H -1.24 1.21 -0.36
H -1.22 -0.39 -0.83

=====

6
Properties=species:S:1:pos:R:3 method="wB97M-V/def2-TZVPD" charge=+1 total_energy_ha=-203.25505 multiplicity=1
C 0.77 -0.48 -0.02
N -1.65 0.01 0.14
N -2.73 0.03 -0.07
N 1.45 0.44 0.01
H 0.38 -1.40 -0.02
H 1.77 1.40 -0.04

=====

9
Properties=species:S:1:pos:R:3 method="wB97M-V/def2-TZVPD" total_energy_ha=-695.28588 multiplicity=1 smiles="N#CP(N)[N+](=O)[O-]"
C 0.95 1.58 -0.21
N 1.46 2.38 0.47
N -1.49 0.26 -0.12
N 0.70 -1.02 0.02
O -0.08 -1.86 0.47
O 1.89 -1.00 0.10
P -0.16 0.13 -1.06
H -1.16 -0.01 0.83
H -2.11 -0.46 -0.51

=====

7
Properties=species:S:1:pos:R:3 method="wB97M-V/def2-TZVPD" total_energy_ha=-258.25332 multiplicity=1
C -0.98 0.15 -0.06
H -2.12 0.18 0.30
H 1.85 -1.03 -0.04
N -0.21 1.27 -0.09
N 0.98 0.87 -0.01
N 0.87 -0.51 -0.02
N -0.39 -0.93 -0.08

=====

8
Properties=species:S:1:pos:R:3 method="wB97M-V/def2-TZVPD" total_energy_ha=-333.51474 multiplicity=1 smiles=Nc1nnno1
C 0.90 0.62 0.84
N 1.62 0.05 1.79
N 2.35 1.05 2.28
N 2.14 2.13 1.74
N -0.01 0.03 0.06
O 1.16 1.93 0.74
H -0.13 -0.96 0.13
H -0.46 0.55 -0.67

=====

8
Properties=species:S:1:pos:R:3 method="wB97M-V/def2-TZVPD" total_energy_ha=-333.49121 multiplicity=1 smiles=N#[N+][O-].N#CN
C 0.26 -0.10 -1.16
N 1.36 0.23 -1.25
N 1.70 0.75 2.30
N 0.69 0.68 1.84
N -0.92 -0.60 -1.15
O -0.35 0.54 1.34
H -1.09 -1.54 -0.91
H -1.64 0.04 -1.01

=====

9
Properties=species:S:1:pos:R:3 method="wB97M-V/def2-TZVPD" total_energy_ha=-408.59704 multiplicity=3
C -2.94 0.58 -2.44
N 1.80 -1.90 1.57
N 0.76 1.20 0.47
N 1.86 -0.77 1.17
N 1.13 0.22 1.16
O -3.16 1.60 -1.96
O -2.69 -0.42 -2.96
H 2.58 -2.44 1.75
H 0.67 1.93 1.25

=====

9
Properties=species:S:1:pos:R:3 method="wB97M-V/def2-TZVPD" total_energy_ha=-731.61437 multiplicity=1 smiles="[H]/N=c1/nnon1S"
C 0.80 0.18 0.30
H -2.06 -1.64 -0.17
H 1.44 -1.57 0.41
N -0.55 -0.06 0.07
N -0.12 2.12 -0.08
N 0.97 1.62 0.21
N 1.72 -0.62 0.54
O -1.13 1.25 -0.26
S -1.06 -1.28 -1.02

=====

9
Properties=species:S:1:pos:R:3 method="wB97M-V/def2-TZVPD" total_energy_ha=-731.60660 multiplicity=1 smiles="On1[nH]nnc1=S"
C -0.42 -0.28 -0.95
H 0.19 -1.92 0.53
H 0.24 1.54 1.64
N -0.22 -0.11 0.44
N 0.28 1.10 0.63
N 0.26 1.71 -0.54
N -0.10 0.93 -1.46
O 0.34 -1.18 1.22
S -0.56 -1.80 -1.52

=====

8
Properties=species:S:1:pos:R:3 method="wB97M-V/def2-TZVPD" total_energy_ha=-656.43785 multiplicity=1 smiles="S=c1nn[nH][nH]1"
C -1.00 -0.26 -0.04
H 1.91 0.50 0.53
H -0.18 1.69 -0.24
N -0.23 -1.43 -0.05
N 0.99 -1.14 -0.03
N 1.21 0.20 -0.12
N -0.06 0.72 -0.02
S -2.64 -0.28 -0.03

=====

8
Properties=species:S:1:pos:R:3 method="wB97M-V/def2-TZVPD" total_energy_ha=-656.47027 multiplicity=1 smiles=Sc1nnn[nH]1
C 0.15 -0.23 0.17
H 1.08 -1.66 1.78
H -0.17 -0.29 -1.96
N -0.23 0.66 1.08
N -0.81 1.64 0.37
N -0.86 1.36 -0.88
N -0.29 0.16 -1.02
S 1.13 -1.63 0.44

=====

10
Properties=species:S:1:pos:R:3 method="wB97M-V/def2-TZVPD" charge=-1 total_energy_ha=-422.56828 multiplicity=1
C 0.56 -0.61 0.35
N -0.31 -0.56 -0.68
N 0.62 -1.80 0.84
N -0.87 -1.78 -0.74
N -0.36 -2.48 0.20
N -0.76 1.94 -0.82
N -0.08 2.16 0.07
N 0.58 2.42 1.00
H -0.64 0.47 -0.97
H 1.26 0.25 0.76

=====

6
Properties=species:S:1:pos:R:3 method="wB97M-V/def2-TZVPD" charge=-1 total_energy_ha=-244.59539 multiplicity=1 smiles="NC(=O)[O-]"
N -0.09 0.74 0.39
C 0.19 -0.63 -0.23
O -0.38 -1.75 0.10
O 1.23 -0.63 -0.99
H -0.05 1.50 -0.25
H -0.90 0.77 0.98

=====

6
Properties=species:S:1:pos:R:3 method="wB97M-V/def2-TZVPD" charge=-1 total_energy_ha=-244.37813 multiplicity=3
C -1.73 0.51 -0.30
N 1.86 -0.14 -0.29
O 0.74 -0.69 0.14
O -2.69 -0.05 0.23
H 2.33 0.42 0.35
H -0.50 -0.05 -0.12

=====

8
Properties=species:S:1:pos:R:3 method="wB97M-V/def2-TZVPD" charge=-1 total_energy_ha=-717.99164 multiplicity=1
C 0.52 0.46 -1.17
N 0.31 -0.66 1.87
O -0.45 -0.15 -0.94
O 1.33 0.84 -0.24
O -0.72 1.63 1.12
S 0.40 0.80 1.53
H 0.96 0.88 -2.20
H -0.56 -1.11 1.67

=====

8
Properties=species:S:1:pos:R:3 method="wB97M-V/def2-TZVPD" charge=-1 total_energy_ha=-717.87227 multiplicity=1
C 0.29 0.70 0.12
N -1.18 -0.56 0.04
O -1.76 -1.01 1.02
O -1.28 -0.97 -1.08
O 2.24 -0.77 -0.60
S 1.74 0.08 0.55
H 0.10 1.01 -0.87
H -0.16 1.52 0.83

=====

8
Properties=species:S:1:pos:R:3 method="wB97M-V/def2-TZVPD" charge=-1 total_energy_ha=-717.78917 multiplicity=1
C 0.68 0.51 -0.33
N -0.19 0.13 0.47
O -0.69 1.09 1.37
O -0.52 -1.08 0.75
O 0.80 -1.32 -1.85
S 1.03 1.85 -1.00
H 0.31 -1.82 -1.11
H -1.41 0.63 1.71

=====

8
Properties=species:S:1:pos:R:3 method="wB97M-V/def2-TZVPD" charge=-1 total_energy_ha=-717.72663 multiplicity=3
C 0.72 -0.25 -0.04
N 0.41 1.09 -0.16
O 0.45 1.81 0.91
O -1.89 0.53 -0.39
O -1.74 -0.81 -0.33
S -0.51 -1.20 0.79
H 0.79 -0.65 -1.18
H 1.77 -0.53 0.39

=====

8
Properties=species:S:1:pos:R:3 method="wB97M-V/def2-TZVPD" charge=-1 total_energy_ha=-717.83855 multiplicity=3
C -0.59 -0.43 -0.88
N 0.52 -0.20 0.12
O 0.17 -0.73 1.44
O -0.25 -0.22 -2.04
O -1.68 -0.59 -0.38
S 1.73 0.95 -0.04
H 0.96 1.86 0.51
H -0.86 -0.64 1.27

=====

8
Properties=species:S:1:pos:R:3 method="wB97M-V/def2-TZVPD" charge=-1 total_energy_ha=-394.95800 multiplicity=1
C -0.64 -1.60 -0.02
N 1.68 -0.56 0.10
O -0.32 -2.17 1.03
O -0.56 -1.92 -1.19
O -1.03 -0.23 0.20
O 0.88 0.32 0.43
H 2.03 -0.63 -0.92
H -1.52 -0.10 1.11